This record from the Open Molecules 2025 dataset describes C5H6O2 in the gas phase. The level of theory is the ωB97M-V functional and the def2-TZVPD basis.

Each line ends with the Mulliken charge.
Element x y z (Å)
1 C -2.04 1.51 0.54  -0.981
2 C -1.23 0.23 0.58  0.352
3 C -0.77 -0.80 1.24  -0.562
4 C -0.38 -0.70 -0.20  -0.350
5 C 1.09 -0.30 -0.44  0.603
6 H -2.42 1.75 1.52  0.283
7 H -1.38 2.38 0.19  0.272
8 H -2.82 1.41 -0.22  0.291
9 H -0.73 -1.49 2.02  0.425
10 H -0.84 -1.30 -0.97  0.356
11 H 2.41 -0.41 -1.67  0.341
12 O 1.47 -0.72 -1.64  -0.453
13 O 1.75 0.48 0.23  -0.579

Its HOMO-LUMO gap is 10.4 eV. Its HOMO energy is -9.53 eV. Its SMILES is CC1=C[C@@H]1C(=O)O. The spin multiplicity is 1.

=====

This record from the Open Molecules 2025 dataset describes C20H22N2O in the gas phase. The level of theory is the ωB97M-V functional and the def2-TZVPD basis.

Each line ends with the Mulliken charge.
Element x y z (Å)
1 O 3.59 -0.38 -0.03  -0.599
2 C 2.42 -0.31 0.05  0.360
3 C 1.77 -1.07 1.08  -0.892
4 C 0.51 -1.64 1.03  0.412
5 C -1.06 -1.76 -2.50  -0.847
6 C 3.61 3.05 -2.72  -0.606
7 C 2.61 3.99 -3.03  -0.520
8 C -2.42 -1.82 -2.16  -0.588
9 C -0.08 -1.72 -1.47  -0.042
10 C 3.32 1.92 -1.93  -0.650
11 C 1.33 3.84 -2.49  -0.715
12 C -2.79 -1.92 -0.81  -0.768
13 C -0.45 -1.79 -0.14  0.668
14 C 2.03 1.77 -1.37  0.229
15 C 1.04 2.75 -1.67  1.129
16 C -1.81 -1.93 0.18  0.736
17 N 1.66 0.68 -0.57  0.215
18 N 0.04 -1.99 2.27  -0.231
19 C -0.36 2.57 -1.13  -1.344
20 C -1.46 0.00 2.64  -1.492
21 C -1.62 -2.01 4.08  -1.837
22 C -2.27 -2.13 1.63  -1.475
23 C -1.30 -1.52 2.65  1.209
24 H 2.31 -1.09 2.03  0.187
25 H -0.71 -1.73 -3.55  0.376
26 H 4.62 3.14 -3.17  0.334
27 H 2.80 4.86 -3.64  0.371
28 H -3.18 -1.90 -2.93  0.410
29 H 0.96 -1.68 -1.77  0.507
30 H 4.07 1.20 -1.76  0.525
31 H 0.61 4.59 -2.71  0.387
32 H -3.85 -2.07 -0.54  0.358
33 H 0.71 0.67 -0.31  -0.293
34 H 0.74 -2.02 3.00  0.344
35 H -1.03 3.35 -1.52  0.369
36 H -0.39 2.61 -0.04  0.306
37 H -0.76 1.61 -1.44  0.265
38 H -0.72 0.50 3.27  0.370
39 H -1.34 0.36 1.63  0.182
40 H -2.46 0.31 3.00  0.434
41 H -0.83 -1.69 4.73  0.474
42 H -2.55 -1.62 4.44  0.376
43 H -1.70 -3.10 4.11  0.432
44 H -2.39 -3.20 1.86  0.441
45 H -3.25 -1.70 1.73  0.494

Its HOMO-LUMO gap is 8.0 eV. Its HOMO energy is -7.78 eV. Its SMILES is Cc1ccccc1NC(=O)/C=C1/NC(C)(C)Cc2ccccc21. The spin multiplicity is 1.

=====

This record from the Open Molecules 2025 dataset describes C3H6O2 in the gas phase. The level of theory is the ωB97M-V functional and the def2-TZVPD basis.

Each line ends with the Mulliken charge.
Element x y z (Å)
1 O -1.63 -0.43 -0.34  -0.547
2 C -0.92 0.74 -0.01  -0.442
3 C 0.56 0.48 0.14  0.020
4 C 1.02 -0.87 0.45  -0.375
5 O 0.89 -0.38 -0.93  -0.465
6 H -1.14 -0.83 -1.08  0.338
7 H -0.98 1.49 -0.81  0.215
8 H -1.37 1.15 0.90  0.331
9 H 1.19 1.34 0.35  0.373
10 H 0.28 -1.58 0.84  0.219
11 H 2.06 -1.07 0.30  0.334

Its HOMO-LUMO gap is 11.3 eV. Its HOMO energy is -10.22 eV. Its SMILES is OC[C@H]1CO1. The spin multiplicity is 1.

=====

This record from the Open Molecules 2025 dataset describes a molecular structure, C39H38F9NOP2PtSSbSe4Si. The level of theory is the ωB97M-V functional and the def2-TZVPD basis.

Each line ends with the Mulliken charge.
Element x y z (Å)
1 Pt -0.42 0.12 -0.13  3.947
2 C 2.11 3.34 5.72  -1.227
3 Si 1.15 3.45 4.09  0.143
4 C 2.34 4.06 2.76  -0.953
5 C -0.28 4.68 4.34  -1.066
6 C 0.42 1.73 3.78  0.176
7 C 0.27 0.82 4.81  -0.521
8 C -0.27 -0.45 4.58  -1.742
9 C -0.63 -0.77 3.30  -0.299
10 N -0.49 0.07 2.27  0.701
11 C 0.02 1.30 2.50  0.253
12 S 0.12 2.28 1.09  -0.538
13 H 2.65 4.27 5.91  0.351
14 H 2.85 2.54 5.70  0.343
15 H 1.46 3.18 6.58  0.331
16 H 3.05 4.78 3.16  0.410
17 H 1.81 4.53 1.94  0.317
18 H 2.91 3.23 2.34  0.195
19 H 0.09 5.65 4.66  0.402
20 H -0.98 4.32 5.10  0.326
21 H -0.84 4.82 3.41  0.252
22 H 0.57 1.09 5.82  0.354
23 H -0.39 -1.17 5.38  0.546
24 H -1.06 -1.74 3.07  0.218
25 C -2.38 -2.78 -0.91  -0.717
26 C -3.45 -1.76 -0.52  -1.039
27 P -2.77 -0.06 -0.21  1.275
28 C -3.39 0.53 1.38  0.582
29 C -3.76 -0.31 2.43  -0.735
30 C -3.95 0.21 3.70  -0.735
31 C -3.77 1.56 3.95  -0.663
32 C -3.40 2.40 2.91  -0.770
33 C -3.20 1.90 1.64  -0.885
34 C -3.67 0.86 -1.49  0.348
35 C -3.29 0.58 -2.81  -0.771
36 C -3.96 1.19 -3.86  -0.630
37 C -4.97 2.10 -3.60  -0.604
38 C -5.35 2.37 -2.30  -0.698
39 C -4.71 1.74 -1.24  -0.386
40 C -1.40 -3.11 0.22  -1.239
41 P 0.24 -2.24 -0.03  0.297
42 C 0.89 -3.36 -1.32  1.293
43 C 1.62 -4.50 -1.03  -0.718
44 C 2.06 -5.32 -2.06  -0.755
45 C 1.77 -5.01 -3.38  -0.710
46 C 1.05 -3.87 -3.68  -1.127
47 C 0.63 -3.04 -2.65  -0.162
48 C 1.11 -2.71 1.50  0.933
49 C 1.99 -1.79 2.04  -0.206
50 C 2.64 -2.04 3.24  -1.273
51 C 2.40 -3.23 3.92  -0.996
52 C 1.52 -4.16 3.38  -0.774
53 C 0.88 -3.91 2.18  -0.158
54 H -1.83 -2.39 -1.77  -0.066
55 H -2.88 -3.69 -1.24  0.472
56 H -4.01 -2.10 0.35  0.637
57 H -4.15 -1.66 -1.35  0.657
58 H -3.90 -1.37 2.26  0.185
59 H -4.22 -0.46 4.51  0.415
60 H -3.89 1.95 4.95  0.384
61 H -3.26 3.46 3.09  0.430
62 H -2.87 2.54 0.83  0.652
63 H -2.47 -0.10 -3.00  0.389
64 H -3.66 0.98 -4.88  0.416
65 H -5.46 2.61 -4.42  0.353
66 H -6.14 3.08 -2.10  0.381
67 H -5.02 1.94 -0.22  0.350
68 H -1.24 -4.19 0.27  1.009
69 H -1.81 -2.79 1.19  0.202
70 H 1.88 -4.73 -0.01  0.313
71 H 2.65 -6.21 -1.83  0.436
72 H 2.12 -5.66 -4.17  0.368
73 H 0.84 -3.61 -4.70  0.471
74 H 0.12 -2.11 -2.90  0.372
75 H 2.17 -0.85 1.52  0.446
76 H 3.32 -1.31 3.65  0.542
77 H 2.89 -3.42 4.86  0.399
78 H 1.32 -5.09 3.90  0.414
79 H 0.19 -4.64 1.78  0.355
80 Se 1.75 4.14 -3.94  -0.295
81 Sb -0.22 2.68 -3.55  0.646
82 Se 0.69 0.75 -2.09  -0.499
83 Se -2.05 4.10 -2.73  -0.625
84 Se -0.82 1.68 -5.73  -0.666
85 F 4.20 -2.90 -2.13  -0.285
86 C 4.38 -2.05 -1.10  0.068
87 F 3.96 -2.68 0.00  -0.125
88 F 5.71 -1.89 -0.96  -0.318
89 C 3.60 -0.72 -1.33  1.301
90 O 2.30 -0.88 -1.02  -0.403
91 C 4.25 0.38 -0.42  0.070
92 F 5.41 0.85 -0.91  -0.315
93 F 4.52 -0.09 0.82  -0.295
94 F 3.42 1.42 -0.27  -0.206
95 C 3.85 -0.29 -2.82  -0.179
96 F 5.07 -0.65 -3.27  -0.308
97 F 3.76 1.04 -3.00  -0.233
98 F 2.95 -0.86 -3.64  -0.210

As for the expectation value of S²: 6.025. Its total charge is -1. Its HOMO-LUMO gap (spin up / spin down) is 6.3 / 4.6 eV. Its HOMO energy (spin up / spin down) is -4.59 / -4.58 eV. The spin multiplicity is 5.